The following is a quantum chemistry calculation of a structure of composition C23H48BrI2N5O4P in a non-equilibrium geometry, from the OMol25 dataset.

Cartesian coordinates (Å):
C (-6.10084, 2.84983, 1.66565)
C (-5.32819, 2.09390, 0.43269)
C (-5.53997, 0.44070, 0.44095)
Br (-5.94466, -0.09892, -1.45761)
C (-4.13248, -0.28261, 0.93958)
C (-2.82876, -0.06695, 0.02766)
C (-1.56658, -0.81275, 0.72858)
C (-0.04743, -0.81505, 0.10523)
I (1.53511, 0.63590, 0.68752)
C (0.25137, -1.87048, -0.92616)
C (-0.81630, -2.97731, -1.49368)
I (2.29523, -1.95221, -1.76786)
C (-1.90525, -1.55443, 2.09118)
P (-0.37728, -2.39567, 2.96612)
C (-1.06124, -3.59370, 4.34192)
O (0.46277, -3.45812, 1.87172)
N (-3.15243, -1.72780, 2.81680)
N (-4.13937, -1.07511, 2.16852)
H (-5.89310, 2.25734, 2.67310)
H (-5.72967, 3.98027, 1.72831)
H (-7.26484, 2.85847, 1.43080)
H (-5.70597, 2.51008, -0.60521)
H (-4.17322, 2.36667, 0.54865)
H (-6.37711, 0.16753, 1.21207)
H (-2.78078, 0.55700, -0.95567)
H (-1.29305, -3.67419, -0.68385)
H (-1.72635, -2.49607, -2.09637)
H (-0.28115, -3.69260, -2.27654)
H (-1.11810, -4.68392, 3.86179)
H (-0.37809, -3.58288, 5.31150)
H (-2.15341, -3.33187, 4.67120)
H (-0.14517, -3.82200, 1.16336)
H (-5.08496, -1.16216, 2.65497)
C (4.07015, 5.81634, -0.34042)
C (3.06229, 4.69701, -0.59135)
C (1.91042, 5.10285, -1.54114)
O (0.91373, 5.93424, -0.93834)
C (1.26501, 7.30799, -0.86167)
N (2.55110, 4.21575, 0.69959)
H (3.70097, 6.56620, 0.36444)
H (4.99261, 5.40671, 0.08907)
H (4.33472, 6.32317, -1.27293)
H (3.60748, 3.87532, -1.07227)
H (1.38535, 4.18789, -1.84430)
H (2.28994, 5.56006, -2.46221)
H (1.86010, 7.63176, -1.72065)
H (1.79706, 7.50381, 0.07051)
H (0.34129, 7.89430, -0.84005)
H (1.95901, 3.40091, 0.53382)
H (1.89720, 4.92162, 1.05043)
C (2.91462, -7.19051, 2.98663)
C (3.04833, -5.67754, 2.82949)
C (4.39727, -5.23613, 2.21375)
O (5.50492, -5.29119, 3.11821)
C (6.06314, -6.58652, 3.28249)
N (2.81714, -5.03927, 4.13278)
H (3.47591, -7.57706, 3.84158)
H (1.86472, -7.46354, 3.14896)
H (3.25767, -7.71075, 2.08768)
H (2.25535, -5.35420, 2.14368)
H (4.30659, -4.18119, 1.92455)
H (4.62081, -5.78968, 1.29447)
H (6.02774, -7.17275, 2.35950)
H (5.55223, -7.11127, 4.09118)
H (7.11020, -6.47033, 3.57854)
H (2.80397, -4.02679, 4.00353)
H (3.65312, -5.19879, 4.70254)
C (0.13218, 1.89432, -3.78344)
C (-1.09259, 1.02473, -4.05799)
C (-1.87340, 1.43869, -5.32786)
O (-2.67829, 2.61131, -5.16961)
C (-1.96139, 3.83251, -5.27539)
N (-1.95715, 1.02782, -2.86973)
H (-0.12780, 2.86572, -3.35424)
H (0.79544, 1.39879, -3.06391)
H (0.70520, 2.06632, -4.69915)
H (-0.73109, 0.00106, -4.21653)
H (-2.57596, 0.63084, -5.56983)
H (-1.20935, 1.53949, -6.19408)
H (-1.14613, 3.77240, -6.00241)
H (-1.58199, 4.12650, -4.29559)
H (-2.65955, 4.60929, -5.60198)
H (-2.71924, 0.36503, -3.01784)
H (-2.42980, 1.93590, -2.83940)

The calculation puts the orbital gap at 5.77 eV. Its spin multiplicity is 1. The calculation puts the HOMO energy at -10.73 eV. The total charge is +1. The lowest unoccupied orbital energy comes out at -4.961 eV.

The following is a quantum chemistry calculation of a cluster of 2 separate species, C5H4BBr2NO3 in total in a non-equilibrium geometry, from the OMol25 dataset.

Cartesian coordinates (Å):
O (-1.25964, 2.01734, -1.79946)
C (-1.34716, 0.89691, -1.33985)
N (-2.29319, 0.33732, -0.48124)
C (-2.04920, -0.90687, -0.34900)
O (-2.69342, -1.62615, 0.50055)
C (-0.82088, -1.32111, -1.05325)
Br (0.03041, -2.98788, -0.82856)
C (-0.31907, -0.21916, -1.59264)
Br (1.14223, 0.15857, -2.54747)
H (-3.15573, -1.16300, 1.18208)
C (2.59998, 1.00752, 1.38195)
B (1.14386, 0.49465, 1.42538)
O (0.08566, -0.06807, 1.48717)
H (2.73403, 1.97102, 1.04118)
H (3.12498, 0.50461, 0.66710)
H (3.07712, 0.90431, 2.30607)

The calculation puts the orbital gap at 8.45 eV. Its spin multiplicity is 1. Its SMILES is O=C1N=C(O)C(Br)=C1Br.CB=O. The calculation puts the HOMO energy at -9.41 eV. The lowest unoccupied orbital energy comes out at -0.967 eV.

The following is a quantum chemistry calculation of the ion C22H25N4 with charge +1 in a non-equilibrium geometry, from the OMol25 dataset.

Cartesian coordinates (Å):
C (-1.13235, -5.63435, 0.20475)
C (-0.78249, -4.21420, 0.06156)
C (-0.31832, -3.34940, -0.87350)
N (-0.25800, -2.05161, -0.27191)
C (0.23319, -0.59281, -0.69182)
C (0.95804, 0.10854, 0.51464)
C (0.39625, 1.14045, 1.29087)
C (1.17342, 2.02305, 2.05992)
C (2.52951, 1.64873, 2.38680)
N (3.29517, 2.39742, 3.26519)
C (4.26906, 1.81221, 4.17908)
C (3.13166, 3.84825, 3.38297)
C (3.02348, 0.44765, 1.77516)
C (2.31325, -0.16307, 0.72840)
C (-0.81916, 0.24105, -1.23962)
C (-1.22085, 1.58577, -0.99416)
N (-2.20983, 1.93795, -1.88694)
C (-2.93888, 3.19962, -2.04533)
C (-2.48772, 0.83368, -2.69907)
C (-3.30148, 0.71404, -3.81739)
C (-3.20692, -0.47084, -4.54961)
C (-2.30968, -1.49711, -4.20937)
C (-1.48947, -1.35550, -3.08810)
C (-1.63641, -0.21656, -2.31685)
C (-0.63026, -2.17009, 0.98076)
N (-0.92111, -3.44315, 1.22084)
H (-0.95798, -6.19815, -0.71922)
H (-0.54090, -6.10671, 1.01895)
H (-2.19533, -5.78286, 0.49379)
H (0.01117, -3.54626, -1.88570)
H (1.04623, -0.73936, -1.52438)
H (-0.67714, 1.40563, 1.23660)
H (0.74514, 2.99748, 2.38407)
H (4.39837, 0.72840, 4.06861)
H (5.24703, 2.29879, 4.03399)
H (3.95837, 1.98852, 5.22067)
H (2.67409, 4.28560, 2.47974)
H (2.53064, 4.14889, 4.25832)
H (4.12143, 4.31974, 3.51716)
H (4.02662, 0.06272, 1.97581)
H (2.78647, -0.85788, 0.03464)
H (-0.72731, 2.35306, -0.39444)
H (-3.68315, 2.99841, -2.83265)
H (-3.47239, 3.50077, -1.12104)
H (-2.31409, 4.06481, -2.36142)
H (-3.99758, 1.52828, -4.04974)
H (-3.87147, -0.58137, -5.42413)
H (-2.27447, -2.39073, -4.80029)
H (-0.73000, -2.06692, -2.82623)
H (-0.63224, -1.36989, 1.69826)
H (-1.13164, -3.82066, 2.15139)

The calculation puts the orbital gap at 7.96 eV. Its spin multiplicity is 1. Its SMILES is Cc1cn([C@H](c2ccc(N(C)C)cc2)c2cn(C)c3ccccc23)c[nH+]1. The calculation puts the HOMO energy at -10.10 eV. The total charge is +1. The lowest unoccupied orbital energy comes out at -2.140 eV.

The following is a quantum chemistry calculation of a structure of composition C32H37AsNO2PS2Se2Si2W in a non-equilibrium geometry, from the OMol25 dataset.

Cartesian coordinates (Å):
W (-0.04121, 0.42227, 0.17114)
Se (-0.20100, -0.26271, 2.44509)
P (2.51774, -0.49887, 1.84236)
Se (2.01320, 1.28369, -0.71316)
C (2.83900, 0.96274, 2.90157)
C (3.89899, 0.86451, 3.81214)
C (4.29507, 1.95056, 4.57558)
C (3.66214, 3.17199, 4.43220)
C (2.61757, 3.29607, 3.52699)
C (2.21069, 2.20675, 2.77728)
C (2.82993, -1.81389, 3.04869)
C (2.37794, -1.78722, 4.37200)
C (2.65982, -2.84300, 5.21892)
C (3.38529, -3.93683, 4.76205)
C (3.80552, -3.98661, 3.44152)
C (3.52331, -2.93305, 2.58690)
H (4.41478, -0.08117, 3.91630)
H (5.10704, 1.83467, 5.28190)
H (3.98269, 4.02602, 5.01469)
H (2.11093, 4.24398, 3.40200)
H (1.37691, 2.35962, 2.11561)
H (1.78788, -0.94641, 4.71530)
H (2.31086, -2.81219, 6.24325)
H (3.61853, -4.75163, 5.43494)
H (4.36028, -4.84071, 3.07549)
H (3.86771, -2.95388, 1.55990)
O (0.41152, 0.03059, -3.45967)
C (-0.10238, 0.74008, -2.63573)
O (-0.69395, 0.20052, -1.54944)
C (-0.22371, 2.22568, -2.77754)
C (0.04745, 2.71438, -4.05654)
C (0.01206, 4.06589, -4.33500)
C (-0.30451, 4.96561, -3.32669)
C (-0.58002, 4.50547, -2.05313)
C (-0.52832, 3.14309, -1.75852)
S (-0.82162, 2.76449, -0.04882)
H (0.29890, 1.99171, -4.82033)
H (0.24140, 4.41557, -5.33255)
H (-0.31101, 6.03002, -3.52298)
H (-0.81364, 5.19306, -1.25066)
C (-5.90774, -0.55865, 1.47985)
Si (-4.44237, 0.58602, 1.93368)
C (-3.77832, -0.14816, 3.55761)
C (-5.01587, 2.37036, 2.25162)
As (-2.50257, 0.51534, 0.41789)
Si (-3.98803, 0.55272, -1.52444)
C (-3.29026, 1.04627, -3.21775)
C (-4.59429, -1.24608, -1.72873)
C (-5.44240, 1.77262, -1.32115)
H (-6.71269, -0.40534, 2.20114)
H (-5.59459, -1.60005, 1.56615)
H (-6.31160, -0.40482, 0.48225)
H (-4.42036, 0.07756, 4.41064)
H (-2.77848, 0.23406, 3.77255)
H (-3.68858, -1.23356, 3.48207)
H (-5.71110, 2.40004, 3.09199)
H (-5.49646, 2.82573, 1.38744)
H (-4.15162, 2.98330, 2.51165)
H (-2.45708, 0.41582, -3.52438)
H (-2.95416, 2.08360, -3.22836)
H (-4.06775, 0.94688, -3.97842)
H (-3.80567, -1.84366, -2.18968)
H (-5.47791, -1.31433, -2.36522)
H (-4.82207, -1.68442, -0.75765)
H (-5.05433, 2.76805, -1.09676)
H (-6.11358, 1.48821, -0.51224)
H (-6.01663, 1.83471, -2.24564)
S (1.82501, -3.74481, -0.47233)
C (1.34520, -2.10038, -0.53139)
N (0.10994, -1.84229, -0.18245)
C (-0.54856, -3.00894, 0.18266)
C (-1.88064, -3.10650, 0.58262)
C (-2.40380, -4.35967, 0.82913)
C (-1.62017, -5.51003, 0.71806)
C (-0.28960, -5.42496, 0.35949)
C (0.23240, -4.16843, 0.07914)
H (1.99444, -1.38661, -1.02164)
H (-2.49437, -2.22055, 0.68553)
H (-3.44572, -4.44369, 1.10817)
H (-2.06121, -6.47898, 0.90765)
H (0.32729, -6.31000, 0.28330)

The calculation puts the orbital gap (alpha / beta) at 5.34 / 5.99 eV. Its spin multiplicity is 3. The calculation puts the HOMO energy (alpha / beta) at -6.53 / -7.41 eV. The lowest unoccupied orbital energy (alpha / beta) comes out at -1.195 / -1.423 eV. As for the expectation value of S²: 2.1192.

What energy above the lowest of the compared OMol25 structures with the same formula, charge and spin values result from the calculations? In sequence: 4.882 1.611 0.542 2.436 eV.